Entry 1:
A molecular structure, C2H3CaFO2P, computed with the ωB97M-V functional and the def2-TZVPD basis.

Summary:
ΔE to the lowest compared entry with this formula, charge and spin ... 0.000 eV
Highest occupied orbital energy (alpha / beta) ... -0.281 / -0.268 hartree
Expectation value of S² ... 0.75
HOMO-LUMO gap (alpha / beta) ... 7.24 / 6.55 eV

```
! wB97M-V def2-TZVPD RIJCOSX def2/J DEFGRID3
* xyz 0 2
P 0.60 -1.88 -1.41
F -2.49 0.71 -2.78
O 0.87 -0.20 -0.76
C 1.02 0.03 0.61
H 1.68 0.90 0.79
H 1.46 -0.83 1.15
C -0.32 0.35 1.21
O -1.33 0.37 0.53
Ca -1.14 0.01 -1.64
H -0.37 0.54 2.30
*
```

---

Entry 2:
2 unconnected molecules or ions with the total composition H4NPS, computed with the ωB97M-V functional and the def2-TZVPD basis.

Summary:
ΔE to the lowest compared entry with this formula, charge and spin ... 3.117 eV
Highest occupied orbital energy (alpha / beta) ... -0.327 / -0.327 hartree
Structure (SMILES) ... N=S.P
HOMO-LUMO gap (alpha / beta) ... 7.43 / 7.43 eV

```
! wB97M-V def2-TZVPD RIJCOSX def2/J DEFGRID3
* xyz 0 1
N 0.35 -2.98 -1.13
P -0.51 2.02 0.05
S -0.28 -2.59 0.27
H -1.25 1.98 1.23
H 1.06 -2.31 -1.49
H 0.40 2.91 0.79
H 0.23 0.97 0.27
*
```

---

Entry 3:
A single C5H8O molecule, computed with the ωB97M-V functional and the def2-TZVPD basis.

Summary:
ΔE to the lowest compared entry with this formula, charge and spin ... 1.314 eV
Highest occupied orbital energy ... -0.347 hartree
Structure (SMILES) ... C1=CCOCC1
HOMO-LUMO gap ... 10.53 eV

```
! wB97M-V def2-TZVPD RIJCOSX def2/J DEFGRID3
* xyz 0 1
C -0.97 -1.03 -0.04
C -1.14 0.47 -0.36
C -0.14 1.23 0.48
C 1.12 0.79 0.47
C 1.41 -0.52 -0.23
O 0.37 -1.47 -0.03
H -1.40 -1.19 0.96
H -1.53 -1.67 -0.74
H -0.97 0.66 -1.43
H -2.17 0.78 -0.14
H -0.42 2.08 1.10
H 1.90 1.28 1.04
H 2.31 -0.95 0.23
H 1.63 -0.44 -1.31
*
```

---

Entry 4:
A single C4H4SSe molecule, computed with the ωB97M-V functional and the def2-TZVPD basis.

Summary:
Highest occupied orbital energy (alpha / beta) ... -0.201 / -0.343 hartree
Expectation value of S² ... 2.01
HOMO-LUMO gap (alpha / beta) ... 6.04 / 6.51 eV

```
! wB97M-V def2-TZVPD RIJCOSX def2/J DEFGRID3
* xyz 0 3
C -0.20 -0.86 -0.39
C -1.47 -0.59 -0.53
C -0.26 0.97 0.96
C 0.52 -0.03 0.47
S -1.91 0.73 0.50
Se 2.49 -0.15 0.67
H 0.24 -1.43 -1.17
H -2.10 -1.07 -1.30
H 0.05 1.75 1.65
H 2.66 0.68 -0.87
*
```

---

Entry 5:
2 unconnected molecules or ions with the total composition C4H7OP, computed with the ωB97M-V functional and the def2-TZVPD basis.

Summary:
ΔE to the lowest compared entry with this formula, charge and spin ... 4.595 eV
Highest occupied orbital energy (alpha / beta) ... -0.267 / -0.293 hartree
HOMO-LUMO gap (alpha / beta) ... 6.58 / 8.02 eV

```
! wB97M-V def2-TZVPD RIJCOSX def2/J DEFGRID3
* xyz 0 1
C 2.72 -0.86 -0.17
C 1.59 -0.27 0.38
C 0.96 0.81 0.02
C -2.45 0.61 0.22
O 0.49 1.82 -0.38
P -1.47 -0.88 -0.03
H 3.08 -1.70 0.26
H 3.16 -0.51 -1.03
H 0.92 -0.83 1.13
H -3.40 0.27 -0.22
H -1.86 1.40 -0.20
H -2.50 0.81 1.42
H -1.26 -0.67 -1.40
*
```

---

Entry 6:
A molecular structure, C3H7O2S2, computed with the ωB97M-V functional and the def2-TZVPD basis.

Summary:
ΔE to the lowest compared entry with this formula, charge and spin ... 1.056 eV
Highest occupied orbital energy (alpha / beta) ... -0.132 / -0.132 hartree
HOMO-LUMO gap (alpha / beta) ... 7.29 / 7.29 eV

```
! wB97M-V def2-TZVPD RIJCOSX def2/J DEFGRID3
* xyz -1 1
C 0.99 0.37 -1.67
C 0.15 -1.12 0.10
C 0.16 0.24 -0.38
O -1.03 0.03 3.20
O -2.65 0.64 1.44
S 0.67 1.62 0.90
S -1.57 1.10 2.38
H 0.87 -0.64 -2.21
H 0.59 1.12 -2.31
H 2.03 0.65 -1.43
H -0.56 -1.71 -0.48
H -0.03 -1.31 1.18
H 1.17 -1.61 -0.09
H -0.80 0.61 -0.63
*
```

---

Entry 7:
A molecular structure, C20H59Cu3NO13P, computed with the ωB97M-V functional and the def2-TZVPD basis.

Summary:
ΔE to the lowest compared entry with this formula, charge and spin ... 13.644 eV
Highest occupied orbital energy ... -0.226 hartree
HOMO-LUMO gap ... 3.74 eV

```
! wB97M-V def2-TZVPD RIJCOSX def2/J DEFGRID3
* xyz 0 1
Cu 2.00 -0.66 2.84
Cu -3.25 -2.25 3.63
Cu -4.21 0.94 -1.70
P -1.43 -0.29 0.90
O -0.24 -1.20 0.54
O -2.82 -1.00 0.67
O -1.33 0.93 0.02
O -1.25 -0.05 2.36
C 3.29 1.97 7.71
C 2.20 2.32 6.64
O 1.54 1.08 6.41
H 4.15 1.39 7.39
H 2.88 1.39 8.54
H 3.77 2.84 8.17
H 2.65 2.73 5.73
H 1.53 3.06 7.07
H 0.88 1.27 5.75
C -5.61 -6.97 -1.64
C -4.95 -5.56 -1.72
O -5.50 -4.65 -0.77
H -4.91 -7.74 -1.97
H -6.44 -6.93 -2.35
H -5.92 -7.26 -0.63
H -4.92 -5.16 -2.73
H -3.91 -5.66 -1.40
H -4.83 -3.97 -0.64
C 5.60 -4.04 -1.39
C 4.13 -3.97 -1.07
O 3.69 -2.71 -1.40
H 5.76 -3.96 -2.47
H 5.98 -4.99 -1.01
H 6.19 -3.27 -0.90
H 4.09 -4.18 -0.01
H 3.67 -4.79 -1.64
H 2.88 -2.57 -0.91
C 0.49 6.53 2.59
C -0.15 5.13 2.45
O -1.11 5.17 1.39
H 1.01 6.81 1.67
H 1.26 6.52 3.37
H -0.26 7.27 2.85
H -0.72 4.81 3.33
H 0.60 4.37 2.24
H -1.10 4.30 0.99
C -1.20 -4.21 -5.47
C -0.63 -3.62 -4.19
O -1.57 -2.76 -3.63
H -2.08 -4.84 -5.35
H -0.52 -4.88 -6.00
H -1.54 -3.41 -6.13
H 0.32 -3.10 -4.33
H -0.41 -4.43 -3.49
H -1.26 -2.60 -2.73
C -1.72 -7.68 1.71
C -0.67 -6.57 1.42
O -1.24 -5.35 1.87
H -1.46 -8.58 1.16
H -2.74 -7.39 1.42
H -1.75 -7.94 2.77
H -0.38 -6.44 0.38
H 0.28 -6.85 1.88
H -0.84 -4.70 1.28
C -2.57 5.23 -5.16
C -2.54 4.49 -3.84
O -2.00 3.23 -4.09
H -3.14 4.69 -5.91
H -1.55 5.47 -5.46
H -3.26 6.08 -5.17
H -3.51 4.28 -3.39
H -1.88 4.97 -3.11
H -1.69 2.89 -3.25
C -5.38 2.66 6.93
C -4.20 2.72 5.94
O -4.43 1.87 4.78
H -5.14 3.28 7.80
H -5.69 1.70 7.33
H -6.21 3.22 6.50
H -3.37 2.38 6.55
H -4.07 3.72 5.54
H -3.59 1.55 4.45
C 3.64 4.58 -2.48
C 3.60 3.12 -3.02
C 4.93 2.61 -3.56
O 5.44 3.53 -4.55
C 6.63 3.03 -5.14
N 3.15 2.30 -1.93
H 4.19 5.23 -3.16
H 4.26 4.65 -1.59
H 2.67 5.00 -2.26
H 2.90 3.04 -3.86
H 4.93 1.60 -3.96
H 5.66 2.64 -2.74
H 6.64 2.05 -5.62
H 7.36 2.94 -4.34
H 6.99 3.80 -5.83
H 2.17 2.44 -1.71
H 3.04 1.33 -2.20
*
```

---

Entry 8:
A single C6H12O molecule, computed with the ωB97M-V functional and the def2-TZVPD basis.

Summary:
ΔE to the lowest compared entry with this formula, charge and spin ... 2.465 eV
Highest occupied orbital energy ... -0.328 hartree
Structure (SMILES) ... COCC1(C)CC1
HOMO-LUMO gap ... 9.99 eV

```
! wB97M-V def2-TZVPD RIJCOSX def2/J DEFGRID3
* xyz 0 1
C -2.03 1.47 -0.88
O -1.11 0.45 -0.79
C -0.83 0.08 0.54
C 0.51 -0.54 0.42
C 0.58 -2.06 0.17
C 1.41 0.44 -0.50
C 1.72 0.14 0.91
H -1.80 2.34 -0.24
H -3.02 1.12 -0.59
H -2.04 1.78 -1.93
H -0.80 0.99 1.14
H -1.61 -0.60 0.93
H -0.34 -2.48 -0.23
H 0.83 -2.65 1.06
H 1.34 -2.31 -0.57
H 1.25 1.50 -0.80
H 1.84 -0.13 -1.31
H 1.56 0.95 1.61
H 2.55 -0.52 1.07
*
```

---

no.,strongest force on any atom (eV/Å)
1,2.264
2,3.869
3,0.453
4,2.931
5,5.382
6,3.883
7,4.166
8,1.492